[1]
This record from OMol25 describes a 2-piece molecular cluster, C5H15NO overall. The level of theory is ωB97M-V/def2-TZVPD.

Geometry as XYZ:
```
22
Properties=species:S:1:pos:R:3:forces:R:3
C -1.9782 -0.9673 0.7802 1.3 -2.2 1.8
C -1.1188 -1.8476 -0.1915 0.9 -0.8 -0.6
C 0.3702 -1.1865 -0.2096 -2.5 -1.6 -2.2
C 1.5964 -2.1186 -0.0958 0.9 0.3 2.0
N 0.2007 -0.3329 -1.4578 1.2 0.4 1.4
C 0.4059 1.0950 -1.2562 0.6 1.7 -0.6
H -1.3361 -0.5661 1.6753 -1.2 -0.9 -1.5
H -2.7637 -1.6524 1.1769 0.2 1.0 -0.1
H -2.3752 -0.1145 0.2996 -0.6 0.8 -0.6
H -1.0687 -2.9799 0.0051 -0.3 1.6 0.5
H -1.5742 -1.7993 -1.2462 0.9 0.1 1.6
H 0.3234 -0.6730 0.7114 0.4 1.6 0.4
H 2.4156 -1.7546 -0.6911 0.3 0.2 -0.7
H 2.1187 -2.0508 1.0017 -1.7 -0.5 -2.4
H 1.4039 -3.1654 -0.3747 0.0 0.4 0.3
H 0.7326 -0.7055 -2.2520 -0.1 0.3 0.7
H -0.3972 1.6183 -0.6444 0.5 -1.0 -0.8
H 0.4002 1.5832 -2.3007 0.1 -0.5 1.7
H 1.3567 1.4175 -0.6967 -0.8 -0.6 -0.9
O 0.4799 5.7767 2.0672 -4.2 0.8 1.1
H -0.3167 5.1817 1.9657 1.1 1.2 0.3
H 1.1247 5.2418 1.7338 3.2 -2.1 -1.4
```
Positions in Å, forces in eV/Å.

Calculated values
- energy above the lowest of the compared OMol25 structures with the same formula, charge and spin (kJ/mol) = 251.16
- largest force on an atom (hartree/bohr) = 0.0863
- E_tot (eV) = -8963.755
- Kohn-Sham gap (eV) = 9.1
- SMILES string = CC[C@@H](C)NC.O

The net atomic charges from Mulliken, expressed in e, are: number 1, C, carries -1.015; number 2, C, carries -0.465; number 3, C, carries 0.168; number 4, C, carries -1.179; number 5, N, carries -0.293; number 6, C, carries -0.796; number 7, H, carries 0.262; number 8, H, carries 0.309; number 9, H, carries 0.291; number 10, H, carries 0.321; number 11, H, carries 0.270; number 12, H, carries 0.217; number 13, H, carries 0.363; number 14, H, carries 0.241; number 15, H, carries 0.307; number 16, H, carries 0.242; number 17, H, carries 0.197; number 18, H, carries 0.300; number 19, H, carries 0.262; number 20, O, carries -0.620; number 21, H, carries 0.324; number 22, H, carries 0.296

[2]
This record from OMol25 describes an isolated ion of composition C2H3O3S and charge -1. The level of theory is ωB97M-V/def2-TZVPD.

Geometry as XYZ:
```
9
Properties=species:S:1:pos:R:3:forces:R:3
O 2.3429 -0.5117 1.0789 0.0 0.1 -0.5
C 1.3040 -0.4847 0.3846 0.1 -0.5 1.5
C 0.2237 0.3897 0.6066 -0.2 0.3 -0.4
S -1.1087 0.1915 -0.4391 0.1 1.9 -2.5
O -1.8339 1.4320 -0.8218 1.2 -0.8 0.8
O -2.0539 -0.8534 -0.0871 0.8 -0.6 -0.3
H 1.1851 -1.3405 -0.3421 -0.2 0.8 -0.1
H 0.2249 1.2024 1.3638 -0.1 -0.8 -0.8
H -0.2840 -0.0253 -1.7438 -1.7 -0.5 2.2
```
Positions in Å, forces in eV/Å.

Calculated values
- energy above the lowest of the compared OMol25 structures with the same formula, charge and spin (kJ/mol) = 246.74
- largest force on an atom (hartree/bohr) = 0.0619
- E_tot (eV) = -19099.695
- Kohn-Sham gap (eV) = 7.7
- SMILES string = O=CC=[S@H](=O)[O-]
- total charge = -1

The net atomic charges from Mulliken, expressed in e, are: number 1, O, carries -0.650; number 2, C, carries -0.071; number 3, C, carries -0.323; number 4, S, carries 0.596; number 5, O, carries -0.638; number 6, O, carries -0.560; number 7, H, carries 0.224; number 8, H, carries 0.338; number 9, H, carries 0.083

[3]
This record from OMol25 describes C18H44CrN2O6 as an isolated structure. The level of theory is ωB97M-V/def2-TZVPD.

Geometry as XYZ:
```
71
Properties=species:S:1:pos:R:3:forces:R:3
Cr -1.1125 -0.8651 -1.1487 1.9 -0.4 1.3
C 0.5063 -3.9761 0.9478 0.2 0.5 1.1
C -0.9872 -3.6527 0.8512 -0.7 -0.4 -1.6
C -1.6340 -3.3683 2.1901 -0.4 0.4 0.2
O -1.2552 -2.7011 -0.1208 0.1 1.5 -0.4
H 0.7621 -4.9142 1.4499 -0.4 -0.2 -0.1
H 0.9527 -3.2135 1.6004 0.2 0.1 -0.3
H 0.9948 -3.9553 -0.0233 -0.1 0.0 -0.1
H -1.4994 -4.5565 0.4772 0.1 -0.4 0.2
H -1.5845 -4.2616 2.8175 0.3 0.3 0.4
H -2.7000 -3.1398 2.0888 0.0 -0.2 -0.4
H -1.2394 -2.4547 2.6516 0.4 -0.3 0.3
C 0.3582 1.6242 -4.2564 -1.1 0.9 -0.3
C 0.4958 1.6150 -2.7483 1.4 -1.3 1.3
C 0.7029 3.0108 -2.1710 -0.7 1.1 0.2
O -0.4534 0.8736 -2.0834 -1.6 -0.3 0.1
H -0.5572 2.1836 -4.5094 0.0 0.0 0.1
H 0.1939 0.6493 -4.7162 0.5 -0.2 0.2
H 1.1672 2.1777 -4.7365 0.2 -0.3 -0.1
H 1.4780 1.1498 -2.4975 0.2 -0.1 -0.5
H 1.4628 3.5824 -2.7130 0.0 -0.1 -0.2
H 1.0111 3.0452 -1.1228 0.1 -0.6 0.0
H -0.2149 3.6174 -2.1505 -0.1 -0.2 -0.4
C -3.1277 -0.0520 1.4293 -0.4 0.2 -0.1
O -2.8371 -0.0533 0.0428 -0.7 -0.1 0.0
C -3.9981 0.1391 -0.7720 0.9 -0.9 0.1
C -3.5889 -0.0945 -2.2250 -0.4 1.0 -0.7
N -2.7941 -1.3253 -2.4769 -0.2 1.7 0.0
C -2.2254 -1.2726 -3.8374 -0.9 -1.0 -0.8
C -0.9515 -2.0954 -4.0106 -0.4 -0.4 -0.9
O -0.1708 -2.0780 -2.8445 0.1 -0.2 -0.7
C 1.1582 -2.4690 -3.1083 0.6 0.2 0.0
H -4.0456 -0.6055 1.6532 0.1 -0.2 -0.2
H -3.3097 0.9842 1.7392 0.2 -0.1 0.3
H -2.3069 -0.5257 1.9594 0.1 0.2 -0.1
H -4.3657 1.1408 -0.5511 -0.3 0.1 -0.5
H -4.7556 -0.6144 -0.5291 -0.1 0.1 0.4
H -3.0282 0.7690 -2.5901 0.4 -0.2 0.2
H -4.4972 -0.0912 -2.8446 -0.1 -0.1 0.1
H -3.4519 -2.0902 -2.3986 0.5 -0.4 0.2
H -2.0779 -0.2719 -4.2367 0.2 0.3 0.8
H -2.9956 -1.6813 -4.5084 0.3 -0.1 -0.2
H -0.4490 -1.7268 -4.9187 0.4 0.5 0.4
H -1.1411 -3.1298 -4.3390 -0.3 -0.1 0.7
H 1.7291 -1.6231 -3.4996 0.0 0.1 0.0
H 1.2378 -3.2694 -3.8479 -0.3 -0.1 0.0
H 1.6196 -2.8217 -2.1895 -0.1 0.1 0.1
C 4.5950 4.5296 3.8438 -0.3 0.4 -0.1
O 3.5036 3.6563 3.6658 -0.1 -0.2 0.4
C 3.6262 2.4845 4.4398 0.5 -0.7 0.2
C 2.3753 1.6107 4.3555 -0.4 -0.1 -0.4
N 1.9016 1.5953 2.9678 0.9 0.0 0.5
C 0.5635 1.0484 2.7664 0.9 1.1 0.7
C 0.1340 1.1796 1.3206 -1.2 -0.6 -0.4
O 0.2556 -0.0302 0.5756 -0.1 -0.4 -0.1
C 1.5496 -0.6075 0.6475 0.7 1.1 0.2
H 5.5705 4.0642 3.6803 -0.1 -0.2 -0.1
H 4.5987 4.9642 4.8479 0.0 0.0 0.1
H 4.4380 5.3207 3.1139 0.2 0.1 0.0
H 3.8711 2.7000 5.4879 -0.3 0.3 0.0
H 4.4913 1.9133 4.0788 0.0 -0.1 -0.2
H 1.5866 1.9409 5.0544 0.1 0.3 -0.1
H 2.6235 0.5902 4.6680 0.1 0.1 0.0
H 2.0032 2.5658 2.6903 -0.5 -0.1 -0.6
H -0.1289 1.5883 3.4318 -0.3 -0.1 -0.2
H 0.5627 0.0179 3.1248 -0.1 -0.1 -0.3
H 0.5764 1.9840 0.7330 0.5 0.1 0.4
H -0.9339 1.4006 1.3174 0.0 -0.1 -0.2
H 1.6812 -1.1049 1.6087 0.0 -0.5 -0.3
H 2.3163 0.1797 0.6424 -0.2 0.1 0.0
H 1.7640 -1.2031 -0.2349 -0.5 -0.5 0.2
```
Positions in Å, forces in eV/Å.

Calculated values
- energy above the lowest of the compared OMol25 structures with the same formula, charge and spin (kJ/mol) = 142.05
- largest force on an atom (hartree/bohr) = 0.0459
- spin multiplicity = 5
- E_tot (eV) = -63062.973
- Kohn-Sham gap (spin up / spin down) (eV) = 7.1 / 7.8

The net atomic charges from Mulliken, expressed in e, are: number 1, Cr, carries -0.213; number 2, C, carries -1.075; number 3, C, carries 0.403; number 4, C, carries -1.107; number 5, O, carries 0.005; number 6, H, carries 0.466; number 7, H, carries 0.144; number 8, H, carries 0.109; number 9, H, carries 0.246; number 10, H, carries 0.453; number 11, H, carries 0.240; number 12, H, carries 0.006; number 13, C, carries -1.437; number 14, C, carries 0.667; number 15, C, carries -1.507; number 16, O, carries 0.099; number 17, H, carries 0.332; number 18, H, carries 0.164; number 19, H, carries 0.422; number 20, H, carries 0.029; number 21, H, carries 0.394; number 22, H, carries 0.251; number 23, H, carries 0.269; number 24, C, carries -0.822; number 25, O, carries 0.057; number 26, C, carries -0.682; number 27, C, carries -0.906; number 28, N, carries -0.120; number 29, C, carries -0.881; number 30, C, carries -0.749; number 31, O, carries 0.272; number 32, C, carries -1.026; number 33, H, carries 0.379; number 34, H, carries 0.325; number 35, H, carries 0.017; number 36, H, carries 0.363; number 37, H, carries 0.455; number 38, H, carries 0.214; number 39, H, carries 0.541; number 40, H, carries 0.252; number 41, H, carries 0.318; number 42, H, carries 0.466; number 43, H, carries 0.490; number 44, H, carries 0.478; number 45, H, carries 0.308; number 46, H, carries 0.382; number 47, H, carries 0.143; number 48, C, carries -0.779; number 49, O, carries -0.340; number 50, C, carries -0.547; number 51, C, carries -0.776; number 52, N, carries 0.047; number 53, C, carries -1.432; number 54, C, carries 0.170; number 55, O, carries 0.877; number 56, C, carries -0.854; number 57, H, carries 0.323; number 58, H, carries 0.290; number 59, H, carries 0.253; number 60, H, carries 0.418; number 61, H, carries 0.343; number 62, H, carries 0.340; number 63, H, carries 0.289; number 64, H, carries 0.284; number 65, H, carries 0.619; number 66, H, carries 0.451; number 67, H, carries -0.195; number 68, H, carries 0.039; number 69, H, carries 0.170; number 70, H, carries 0.351; number 71, H, carries 0.026

[4]
This record from OMol25 describes a 12-piece molecular cluster, C6H38N2O11 overall. The level of theory is ωB97M-V/def2-TZVPD.

Geometry as XYZ:
```
57
Properties=species:S:1:pos:R:3:forces:R:3
C -1.2569 -2.4436 1.4387 0.8 0.2 1.1
C -0.3810 -1.1273 1.5621 -1.2 -0.1 0.9
C -0.6669 -0.2131 0.3549 0.2 -0.3 0.3
C 0.2496 -0.4845 -0.8544 -1.5 2.1 -1.3
C 1.1292 0.7880 -0.9865 -0.1 -0.6 -2.4
N -0.7789 -0.4442 2.8359 0.6 0.8 -1.5
C 0.1131 -0.6905 3.9554 -0.7 -0.3 1.7
N 1.5626 -0.7614 3.8520 -1.0 0.3 0.4
H -1.6404 -2.6057 0.4561 -0.2 0.0 -0.8
H -0.5776 -3.2563 1.6341 0.1 -0.7 0.1
H -2.0918 -2.5381 2.1803 0.8 0.6 -0.6
H 0.7174 -1.4085 1.6575 -1.3 0.3 -0.4
H -1.6697 -0.4509 -0.0235 -0.1 0.3 0.5
H -0.6095 0.8830 0.6205 -0.1 -1.1 -0.2
H -0.4883 -0.4024 -1.7327 1.7 -1.3 1.8
H 0.7366 -1.4541 -0.8816 -0.2 0.1 0.2
H 0.4198 1.5594 -1.3507 0.6 0.0 1.3
H 1.6659 0.8461 -0.0573 0.1 1.1 0.5
H 1.9029 0.8182 -1.7950 -0.7 -0.6 0.7
H -1.1796 0.4949 2.6482 1.1 -0.8 0.6
H -0.2018 -1.7123 4.2964 0.4 0.8 0.3
H -0.0556 0.0567 4.7775 -0.7 -0.6 -0.8
H 1.9215 -1.6822 3.9298 0.4 -0.5 -0.5
H 2.0023 -0.1886 3.1754 0.6 0.2 -0.6
H 0.8615 -1.1871 -3.8084 -0.2 0.1 0.5
H 1.7095 -2.4293 -3.7660 0.0 0.0 0.4
O 1.1351 -1.8832 -3.1753 0.5 -0.4 -1.2
H 0.8201 2.8654 0.3178 0.1 -0.3 -0.4
H -0.0465 3.5142 1.3493 0.1 0.0 0.4
O 0.0715 3.4569 0.3973 -0.5 0.5 1.6
H -2.4727 3.3332 -0.1595 0.4 0.1 0.2
H -2.3102 2.7432 -1.5690 0.0 -0.1 0.4
O -2.8258 2.6700 -0.7505 -0.3 -0.2 -0.7
H -3.1033 0.4408 1.1651 -0.9 0.3 -0.2
H -4.3241 0.9828 0.3600 0.4 0.1 0.0
O -4.0337 0.7417 1.2467 0.5 -0.4 0.3
H 2.7572 3.2534 1.9307 -0.3 0.4 0.6
H 2.0944 2.0277 2.3262 -0.2 -0.5 0.4
O 2.1456 2.9420 2.6261 0.6 0.0 -1.0
H 2.4957 -1.6016 -1.6515 0.8 0.7 -0.1
H 3.8739 -1.0363 -2.0531 -0.3 -0.1 0.1
O 3.1990 -0.9640 -1.3561 0.3 -1.0 -0.4
H 2.4611 -0.6841 0.8321 0.6 0.0 0.3
H 3.9342 -0.5400 0.6366 -0.5 0.1 0.3
O 3.2585 -0.4287 1.3353 -0.1 0.0 -0.4
H -1.2908 -0.5046 -4.1526 0.0 0.3 0.8
H -0.9891 0.2028 -2.7466 -0.3 -0.1 -2.2
O -0.9305 0.3005 -3.7389 -0.1 0.2 0.3
H -3.1801 -2.3588 -2.5906 0.0 0.2 -0.1
H -1.8482 -2.7917 -2.0364 0.5 0.1 -0.2
O -2.2572 -2.0834 -2.5635 -0.5 -0.2 0.2
H 0.9103 4.1327 -2.0090 -1.6 -1.4 0.1
H -0.5373 4.4079 -1.7516 0.0 -0.6 0.2
O 0.0365 3.6349 -1.8953 1.6 2.2 -1.9
H 0.3494 -3.3364 -2.3110 -0.8 0.5 -0.3
H 0.3496 -4.2476 -1.1846 -0.4 -0.4 0.5
O -0.2979 -3.7465 -1.6951 1.0 -0.3 -0.1
```
Positions in Å, forces in eV/Å.

Calculated values
- largest force on an atom (hartree/bohr) = 0.0642
- spin multiplicity = 2
- E_tot (eV) = -32339.065
- Kohn-Sham gap (spin up / spin down) (eV) = 2.4 / 8.2
- total charge = -1

The net atomic charges from Mulliken, expressed in e, are: number 1, C, carries -1.651; number 2, C, carries 1.115; number 3, C, carries -0.869; number 4, C, carries 0.817; number 5, C, carries -1.144; number 6, N, carries -0.197; number 7, C, carries -0.782; number 8, N, carries -0.471; number 9, H, carries 0.269; number 10, H, carries 0.428; number 11, H, carries 0.334; number 12, H, carries 0.151; number 13, H, carries 0.247; number 14, H, carries 0.447; number 15, H, carries -1.766; number 16, H, carries 0.452; number 17, H, carries 0.395; number 18, H, carries 0.302; number 19, H, carries 0.058; number 20, H, carries 0.319; number 21, H, carries 0.335; number 22, H, carries 0.331; number 23, H, carries 0.284; number 24, H, carries 0.112; number 25, H, carries -0.031; number 26, H, carries -0.484; number 27, O, carries 0.913; number 28, H, carries 0.152; number 29, H, carries 0.310; number 30, O, carries -0.506; number 31, H, carries 0.256; number 32, H, carries 0.287; number 33, O, carries -0.571; number 34, H, carries 0.386; number 35, H, carries 0.313; number 36, O, carries -0.745; number 37, H, carries 0.373; number 38, H, carries 0.293; number 39, O, carries -0.666; number 40, H, carries 0.020; number 41, H, carries -0.044; number 42, O, carries 0.209; number 43, H, carries 0.337; number 44, H, carries 0.249; number 45, O, carries -0.704; number 46, H, carries 0.333; number 47, H, carries -0.098; number 48, O, carries -0.736; number 49, H, carries 0.307; number 50, H, carries 0.270; number 51, O, carries -0.630; number 52, H, carries 0.268; number 53, H, carries 0.280; number 54, O, carries -0.596; number 55, H, carries 0.125; number 56, H, carries 0.268; number 57, O, carries -0.654